# 1
# AsCsF6

AsCsF6 as an isolated structure in a non-equilibrium geometry (ωB97M-V/def2-TZVPD, the OMol25 dataset).

XYZ file:
```
8
Properties=species:S:1:pos:R:3:forces:R:3:lowdin_charge:R:1
Cs -0.9323 1.3960 -1.8893 -6.82 7.98 -16.05 1.760
As 0.1081 -0.2020 0.2483 3.56 -4.08 5.36 0.808
F -1.4739 -0.8931 0.6008 0.89 1.27 -0.89 -0.240
F 0.3060 0.1895 1.9707 -0.57 0.12 -1.57 -0.255
F 1.7945 0.3501 0.0012 -2.05 0.14 -0.91 -0.260
F -0.2290 -0.5559 -1.5228 3.05 -6.09 2.96 -0.721
F -0.4391 1.4638 -0.0149 2.95 -0.01 12.13 -0.849
F 0.8658 -1.7484 0.6059 -1.01 0.67 -1.04 -0.243
```
Forces are in eV/Å.

Values from the calculation:
HOMO	-12.063	eV

# 2
# C34H57N3O2SSiV

C34H57N3O2SSiV as an isolated structure in a non-equilibrium geometry (ωB97M-V/def2-TZVPD, the OMol25 dataset).

XYZ file:
```
99
Properties=species:S:1:pos:R:3:forces:R:3:lowdin_spin:R:1
O 0.0368 -2.4243 -3.1137 0.01 -0.52 -0.91 0.001
O 1.5719 -4.2318 -2.3615 0.05 -0.02 0.12 0.000
C -1.2959 -3.1064 -3.3867 0.79 0.32 0.18 0.000
C -2.2280 -2.1070 -4.0082 -0.18 0.16 0.05 0.000
H -1.6150 -3.4511 -2.3998 0.09 0.17 -0.09 0.000
H -1.0825 -3.9652 -4.0332 -0.07 0.17 0.17 0.000
H -2.4095 -1.2554 -3.3416 0.09 -0.18 -0.10 0.000
H -3.1878 -2.5967 -4.1953 0.10 0.04 0.01 0.000
H -1.8469 -1.7405 -4.9666 -0.14 -0.07 0.13 0.000
C 0.7990 -1.9989 -4.3700 -0.56 -0.01 0.96 0.000
C 0.9558 -3.1205 -5.3551 -0.03 -0.27 -0.31 0.000
H 1.7498 -1.6400 -3.9686 -0.23 0.00 -0.02 0.000
H 0.2103 -1.1654 -4.7526 0.28 -0.03 0.05 0.000
H 1.3698 -4.0276 -4.8962 -0.12 0.29 -0.09 0.000
H 1.6513 -2.7902 -6.1338 -0.08 -0.03 0.09 0.000
H 0.0092 -3.3628 -5.8502 0.19 0.02 0.06 0.000
C 2.9508 -3.9056 -2.0373 -0.49 -0.02 0.31 0.000
C 1.0931 -5.5390 -1.9598 0.06 0.49 0.16 0.000
C 3.8608 -4.1244 -3.2157 0.21 -0.12 -0.14 0.000
H 3.2387 -4.5238 -1.1764 0.01 0.22 -0.12 0.000
H 2.9420 -2.8527 -1.7256 0.03 -0.25 0.04 0.000
H 3.8778 -5.1786 -3.5085 0.05 0.22 -0.03 0.000
H 4.8723 -3.8296 -2.9286 -0.01 -0.02 -0.09 0.000
H 3.5615 -3.5194 -4.0784 0.05 -0.09 0.15 0.000
C 1.6180 -6.6365 -2.8522 0.04 -0.25 -0.04 0.000
H -0.0016 -5.4744 -1.9982 0.26 0.01 0.02 0.000
H 1.3931 -5.6962 -0.9141 -0.19 0.01 -0.18 0.000
H 1.5103 -6.3972 -3.9166 -0.02 0.03 0.21 0.000
H 1.0415 -7.5421 -2.6522 0.11 -0.03 -0.03 0.000
H 2.6692 -6.8509 -2.6393 -0.15 -0.01 -0.09 0.000
H 0.6621 -3.1282 -2.6356 -0.22 0.04 -0.09 0.000
N -1.7885 0.9328 0.9692 -1.65 -0.03 -1.09 0.084
C -1.8454 1.0569 2.3300 -0.19 0.25 0.76 0.253
C -0.7715 0.7593 3.1838 0.14 0.10 0.39 0.011
C 0.5855 0.5087 2.9438 -0.39 0.03 0.11 0.222
C -3.1536 1.4473 2.9439 -0.04 0.03 0.60 0.045
H -3.8992 0.6380 2.8711 0.01 0.23 -0.12 0.016
H -3.5742 2.3595 2.4971 0.02 -0.27 0.08 0.009
H -2.9797 1.6340 4.0107 -0.23 0.04 -0.21 0.000
C 1.5203 0.1742 4.0634 -0.26 0.03 0.60 0.038
H 2.2784 0.9615 4.1968 -0.07 -0.26 -0.04 0.010
H 2.0430 -0.7852 3.9008 -0.14 0.32 0.01 0.010
H 0.9410 0.1026 4.9915 0.25 -0.05 -0.04 0.000
N 1.1312 0.6300 1.6952 2.14 0.37 0.16 0.127
C -2.9917 1.1431 0.1504 0.35 -0.17 0.80 0.013
C -3.8333 0.0461 -0.1470 0.08 0.41 -0.14 0.003
C -3.6566 -1.3317 0.4181 0.08 -0.48 0.24 0.001
C -4.9283 0.2275 -0.9907 -0.04 0.33 -0.09 0.001
H -5.5750 -0.6282 -1.1904 0.11 0.19 -0.03 0.000
C -5.2168 1.4744 -1.5355 0.06 0.01 -0.08 0.001
H -6.0620 1.5932 -2.2128 0.16 -0.01 0.16 0.000
C -4.4349 2.5728 -1.1878 -0.08 -0.33 0.07 0.000
H -4.6776 3.5659 -1.5783 0.07 -0.32 0.19 0.000
C -3.3575 2.4297 -0.3077 0.05 -0.31 -0.10 0.003
C -2.6706 3.6782 0.1552 0.26 0.46 0.19 0.001
C 2.5099 1.0680 1.5547 -0.53 -0.26 0.63 0.024
C 3.5451 0.1518 1.2678 -0.18 0.47 0.05 0.001
C 3.3637 -1.3397 1.3519 0.04 -0.46 -0.27 0.003
C 4.8203 0.6508 0.9976 -0.01 0.19 -0.09 0.002
H 5.6258 -0.0621 0.8147 -0.12 0.22 -0.08 0.000
C 5.0638 2.0230 0.9601 0.04 0.00 -0.06 -0.003
H 6.0336 2.4037 0.6498 -0.09 -0.11 0.07 0.000
C 4.0690 2.9108 1.3543 0.11 -0.38 0.21 0.003
H 4.2348 3.9896 1.3781 0.10 -0.31 0.04 0.001
C 2.8360 2.4208 1.7818 0.01 -0.27 -0.34 0.004
C 1.9165 3.3495 2.5064 -0.54 0.38 -0.26 0.002
V -0.1445 0.2396 0.3641 -0.94 -1.86 1.24 1.939
H -3.4355 -2.0440 -0.3958 0.08 0.13 0.30 0.000
H -4.6003 -1.6808 0.8751 0.34 0.19 -0.12 0.000
H -2.8653 -1.3936 1.1754 -0.22 0.07 -0.37 0.001
H -2.0611 3.5273 1.0535 -0.06 -0.09 -0.27 0.001
H -3.4354 4.4337 0.3986 0.25 -0.19 -0.09 0.000
H -2.0187 4.1090 -0.6183 -0.10 -0.17 0.18 0.001
H 4.1151 -1.8232 0.7045 -0.22 0.04 0.18 0.000
H 2.3670 -1.6895 1.0406 0.37 0.31 0.24 0.002
H 3.5577 -1.7161 2.3760 -0.18 0.24 -0.41 0.000
H 0.8638 3.0655 2.4102 0.18 0.00 0.05 0.001
H 2.0330 4.3492 2.0777 -0.08 0.01 0.21 0.000
H 2.1657 3.3972 3.5813 -0.06 -0.07 -0.37 0.000
H -1.0401 0.7450 4.2397 -0.01 -0.07 -0.15 -0.003
C -0.1970 -1.8561 0.2374 -0.17 -0.57 0.02 0.008
Si -0.4904 -3.0691 1.6801 0.11 1.02 -0.69 0.002
H -1.0149 -1.8721 -0.5094 0.02 -0.32 0.05 0.003
H 0.7507 -2.0230 -0.3061 -0.11 -0.32 0.13 0.007
C -1.5897 -4.4804 1.1057 -0.08 -0.28 0.06 0.000
C -1.3284 -2.4322 3.2449 -0.09 -0.08 0.28 0.004
C 1.1467 -3.7989 2.2396 0.10 -0.29 0.17 0.000
H 1.7628 -4.0957 1.3807 0.00 0.05 0.15 0.000
H 0.9487 -4.6999 2.8388 0.07 0.14 -0.08 0.000
H 1.7255 -3.1080 2.8674 -0.16 -0.15 -0.22 0.000
H -2.4776 -4.1106 0.5764 0.15 -0.08 0.09 0.000
H -1.9249 -5.0502 1.9855 0.03 -0.02 -0.31 0.000
H -1.0333 -5.1541 0.4407 -0.15 0.02 0.04 0.000
H -2.2034 -1.7944 3.0765 0.22 -0.04 0.01 0.000
H -0.6410 -1.8800 3.8985 -0.14 -0.07 -0.25 0.001
H -1.6842 -3.3056 3.8148 0.10 0.10 -0.13 0.000
S 0.8974 4.2643 -1.2031 0.36 1.28 -0.24 0.078
C 0.7140 2.7251 -0.9431 -1.09 -4.29 0.56 0.074
N 0.4776 1.5462 -0.7506 2.02 5.03 -2.90 -0.009
```
Forces are in eV/Å.

Values from the calculation:
multiplicity	4
HOMO (spin up / spin down)	-3.753 / -6.694	eV
⟨S²⟩	3.795

# 3
# C5HNO2

An isolated molecule of C5HNO2 in a non-equilibrium geometry (ωB97M-V/def2-TZVPD, the OMol25 dataset).

XYZ file:
```
9
Properties=species:S:1:pos:R:3:forces:R:3:nbo_charge:R:1
N -1.1789 3.5211 0.6236 0.86 -5.33 1.30 -0.207
C -0.9259 2.3569 0.7984 -0.05 3.98 -1.89 0.209
C -0.3819 1.0618 0.5922 -0.65 0.94 0.35 -0.029
C 0.0819 -0.0159 0.3192 -0.74 2.89 0.77 0.007
C 0.6098 -1.3080 0.1886 -1.51 -0.56 -1.47 0.385
O 1.1272 -1.8685 1.0705 1.93 -1.94 2.42 -0.412
C 0.2767 -1.8738 -1.1617 -0.01 -1.03 -3.02 0.342
O 0.1292 -0.9817 -1.9961 0.04 -2.78 0.91 -0.457
H 0.2365 -3.1722 -1.3817 0.13 3.82 0.63 0.161
```
Forces are in eV/Å.

Values from the calculation:
SMILES	N#CC#CC(=O)C=O
HOMO	-10.793	eV

Relative energy (zero: lowest compared OMol25 entry of this formula, charge and spin) (kcal/mol)
143.7, 83.0, 24.4